{"formula": "C6H16NO2PS", "method": "the ωB97M-V functional and the def2-TZVPD basis", "elements": ["C", "C", "C", "C", "C", "C", "N", "O", "O", "P", "S", "H", "H", "H", "H", "H", "H", "H", "H", "H", "H", "H", "H", "H", "H", "H", "H"], "xyz": [[-2.295, 0.339, -1.025], [-2.789, 2.154, 0.504], [2.237, -0.521, -1.734], [3.250, -0.245, 0.592], [-1.609, 1.258, 0.051], [2.118, -0.841, -0.224], [0.646, -0.547, 2.706], [-1.310, 0.403, 1.141], [0.833, -0.199, 0.122], [-0.091, -0.603, 1.332], [-1.087, -3.236, 0.185], [-1.699, -0.418, -1.455], [-3.222, -0.089, -0.722], [-2.566, 0.945, -1.878], [-3.363, 2.231, -0.410], [-2.547, 3.236, 0.803], [-3.467, 1.781, 1.294], [1.514, -1.247, -2.169], [2.158, 0.584, -1.958], [3.187, -0.766, -2.138], [4.192, -0.345, 0.109], [3.256, -0.786, 1.560], [3.123, 0.842, 0.826], [-0.683, 1.774, -0.321], [2.133, -1.949, -0.113], [0.133, -1.024, 3.447], [-2.052, -2.732, -0.525]], "multiplicity": 3, "e_above_lowest_kcal_mol": 0.0, "total_energy_ev": -32187.711}



{"formula": "C4H7Cl2N", "method": "the ωB97M-V functional and the def2-TZVPD basis", "elements": ["N", "C", "C", "C", "C", "Cl", "Cl", "H", "H", "H", "H", "H", "H", "H"], "xyz": [[0.217, -2.242, -2.013], [0.813, -0.866, -1.599], [1.562, -0.680, -0.390], [1.272, 0.052, 0.682], [-0.135, 0.505, 1.078], [-0.043, 2.088, 0.302], [-1.657, -0.397, 0.843], [0.926, -2.902, -1.661], [-0.601, -2.627, -1.422], [-0.141, -0.303, -1.568], [1.403, -0.712, -2.400], [2.666, -0.955, -0.538], [2.156, -0.126, 1.435], [-0.102, 0.512, 2.156]], "multiplicity": 1, "e_above_lowest_kcal_mol": 50.2, "total_energy_ev": -30793.993}



{"formula": "C13H30N4O7Rh", "method": "the ωB97M-V functional and the def2-TZVPD basis", "elements": ["O", "H", "Rh", "N", "N", "N", "N", "O", "O", "O", "O", "C", "C", "C", "C", "C", "H", "H", "H", "C", "H", "H", "H", "C", "C", "H", "H", "H", "H", "H", "H", "H", "H", "C", "H", "H", "H", "O", "H", "H", "C", "C", "O", "C", "C", "H", "H", "H", "H", "H", "H", "H", "H", "H", "H"], "xyz": [[0.208, -0.007, -4.487], [-0.610, 0.418, -4.708], [-0.554, 0.333, -0.743], [-0.313, 1.878, 0.567], [1.225, 1.068, -1.286], [-1.662, -0.589, 0.647], [-0.765, -1.514, -1.622], [-0.947, 2.107, 1.666], [-1.932, -0.155, 1.870], [-0.294, -1.944, -2.702], [2.104, 0.358, -1.803], [1.468, 2.354, -0.870], [0.654, 2.763, 0.212], [-1.970, -1.865, 0.370], [-1.460, -2.386, -0.850], [0.839, 3.932, 1.104], [1.164, 3.609, 2.105], [-0.106, 4.478, 1.218], [1.596, 4.610, 0.701], [2.641, 3.059, -1.440], [2.482, 3.246, -2.508], [3.557, 2.467, -1.336], [2.787, 4.019, -0.947], [-2.708, -2.701, 1.353], [-1.598, -3.804, -1.290], [-3.336, -2.050, 1.975], [-2.000, -3.254, 1.994], [-3.330, -3.430, 0.812], [-1.076, -3.968, -2.240], [-2.659, -4.051, -1.419], [-1.180, -4.476, -0.529], [-1.561, 0.866, 1.867], [-0.065, -0.519, -3.678], [-1.966, 1.343, -1.357], [-1.509, 2.316, -1.326], [-2.992, 1.233, -0.994], [-1.726, 1.016, -2.464], [-4.892, 2.812, -0.551], [-5.372, 2.384, -1.285], [-4.548, 3.628, -0.948], [1.129, -1.141, 3.245], [1.835, -0.244, 2.263], [1.522, -0.543, 0.899], [2.050, -1.780, 0.421], [3.538, -1.937, 0.609], [0.043, -1.056, 3.127], [1.384, -0.828, 4.262], [1.432, -2.187, 3.123], [2.927, -0.296, 2.384], [1.524, 0.798, 2.396], [1.494, -2.593, 0.910], [1.795, -1.799, -0.642], [3.795, -2.126, 1.657], [3.869, -2.799, 0.022], [4.067, -1.050, 0.245]], "multiplicity": 5, "e_above_lowest_kcal_mol": 56.2, "charge": 1, "total_energy_ev": -37251.742}



{"formula": "C8H15N3O", "method": "the ωB97M-V functional and the def2-TZVPD basis", "elements": ["C", "C", "C", "N", "O", "C", "H", "H", "H", "H", "H", "H", "H", "H", "H", "C", "N", "C", "C", "N", "C", "H", "H", "H", "H", "H", "H"], "xyz": [[0.557, -2.708, 1.240], [1.743, -2.238, 0.399], [1.334, -1.874, -0.991], [1.517, -0.693, -1.434], [1.057, -0.565, -2.729], [1.273, 0.765, -3.164], [0.063, -3.588, 0.788], [0.882, -2.998, 2.254], [-0.203, -1.936, 1.343], [2.220, -1.368, 0.839], [2.500, -3.034, 0.350], [0.857, -2.628, -1.631], [0.718, 1.483, -2.542], [0.903, 0.810, -4.174], [2.331, 0.991, -3.179], [-2.878, 2.437, 1.518], [-1.644, 1.801, 1.087], [-1.280, 0.492, 1.278], [-0.049, 0.364, 0.705], [0.359, 1.563, 0.161], [-0.625, 2.392, 0.413], [-2.667, 3.262, 2.213], [-3.436, 2.820, 0.655], [-3.496, 1.692, 2.034], [-1.928, -0.204, 1.795], [0.552, -0.482, 0.641], [-0.658, 3.445, 0.132]], "multiplicity": 1, "e_above_lowest_kcal_mol": 45.4, "total_energy_ev": -15054.433}



{"formula": "C4H5N2", "method": "the ωB97M-V functional and the def2-TZVPD basis", "elements": ["C", "C", "C", "C", "N", "N", "H", "H", "H", "H", "H"], "xyz": [[2.418, -0.561, -0.220], [-1.220, -0.069, -0.121], [-0.102, -0.021, 0.865], [0.926, -0.541, -0.040], [2.656, 0.563, 0.285], [0.041, 0.511, -0.519], [2.882, -1.336, -0.639], [-1.594, -0.857, -0.729], [-2.118, 0.531, -0.152], [-0.211, 0.553, 1.858], [0.194, 1.409, -0.903]], "multiplicity": 1, "e_above_lowest_kcal_mol": 130.0, "charge": 1, "total_energy_ev": -7194.916}



{"formula": "C5H4S", "method": "the ωB97M-V functional and the def2-TZVPD basis", "elements": ["C", "C", "C", "C", "C", "S", "H", "H", "H", "H"], "xyz": [[-2.345, -0.042, -0.777], [-1.191, -0.235, -0.426], [0.198, -0.096, 0.112], [0.900, -1.140, 0.493], [0.818, 1.182, 0.166], [2.373, 1.481, 0.206], [-3.297, -0.099, -1.268], [1.869, -0.947, 0.912], [0.531, -2.170, 0.314], [0.143, 2.065, 0.268]], "multiplicity": 1, "e_above_lowest_kcal_mol": 43.5, "total_energy_ev": -16081.443}



{"formula": "C5H8N2", "method": "the ωB97M-V functional and the def2-TZVPD basis", "elements": ["C", "C", "C", "N", "C", "N", "C", "H", "H", "H", "H", "H", "H", "H", "H"], "xyz": [[0.259, 1.427, -0.048], [0.842, 0.064, -0.018], [2.221, -0.163, 0.016], [3.337, -0.391, -0.019], [0.102, -0.857, -1.049], [-0.514, -1.680, 0.020], [0.179, -0.897, 1.079], [-0.766, 1.500, -0.271], [0.871, 2.021, -0.735], [0.335, 1.960, 1.011], [-0.692, -0.373, -1.647], [0.600, -1.535, -1.701], [-1.505, -1.866, 0.229], [0.850, -1.744, 1.581], [-0.318, -0.253, 1.809]], "multiplicity": 1, "e_above_lowest_kcal_mol": 57.9, "total_energy_ev": -8292.484}